No. 1
Below is an isolated molecule of C5H9NO2, with properties calculated with wB97M-V/def2-TZVPD.

Results
**ΔE to the lowest compared entry with this formula, charge and spin**: 59.9 kcal/mol
**HOMO level**: -0.287 hartree
**Max |F|**: 0.0496 Eh/bohr
**Energy**: -10913.977 eV
**SMILES**: C[C@@]1(N)C=CC1(O)O
**Charge**: 0

The geometry in XYZ format:
```
17
C5H9NO2 wB97M-V/def2-TZVPD
C 0.87 0.27 -1.53
C 0.53 -0.41 -0.22
N 0.51 -1.82 -0.36
C 1.11 0.12 1.02
C 0.13 0.97 1.41
C -0.92 0.57 0.46
O -1.90 -0.35 0.86
O -1.52 1.54 -0.30
H 0.95 1.35 -1.39
H 1.81 -0.12 -1.92
H 0.09 0.09 -2.28
H 0.16 -2.31 0.44
H 0.06 -2.14 -1.21
H 2.02 -0.20 1.51
H 0.13 1.82 2.08
H -1.56 -0.86 1.60
H -2.48 1.48 -0.17
```

=====

No. 2
Below is an isolated molecule of C5H9NO2, with properties calculated with wB97M-V/def2-TZVPD.

Results
**ΔE to the lowest compared entry with this formula, charge and spin**: 49.8 kcal/mol
**HOMO level**: -0.350 hartree
**Max |F|**: 0.0843 Eh/bohr
**Energy**: -10914.415 eV
**SMILES**: C=C(CO)CC(N)=O
**Charge**: 0

The geometry in XYZ format:
```
17
C5H9NO2 wB97M-V/def2-TZVPD
C 1.29 1.87 0.56
C 0.36 1.01 0.20
C 0.74 0.05 -1.18
O 1.83 -0.78 -0.94
C -0.79 0.45 0.92
C -0.73 -1.04 0.43
N -1.86 -1.39 -0.29
O 0.04 -1.84 0.93
H 1.22 2.39 1.50
H 2.17 2.03 -0.05
H 1.09 0.83 -1.86
H -0.05 -0.42 -1.80
H 1.61 -1.35 -0.18
H -1.72 0.92 0.61
H -0.63 0.47 2.00
H -2.71 -0.86 -0.20
H -1.86 -2.34 -0.64
```

=====

No. 3
Below is an isolated molecule of C5H9NO2, with properties calculated with wB97M-V/def2-TZVPD.

Results
**ΔE to the lowest compared entry with this formula, charge and spin**: 137.1 kcal/mol
**HOMO level**: -0.385 hartree
**Max |F|**: 0.1331 Eh/bohr
**Energy**: -10910.631 eV
**SMILES**: C=C(CCC)[N+](=O)[O-]
**Charge**: 0

The geometry in XYZ format:
```
17
C5H9NO2 wB97M-V/def2-TZVPD
C 1.00 1.81 0.62
C 0.95 0.47 0.43
C -0.42 -0.46 1.21
C -1.22 -1.02 0.08
C -1.24 -0.13 -1.16
N 1.84 -0.29 -0.38
O 2.22 0.22 -1.36
O 2.04 -1.45 -0.07
H 1.92 2.04 0.17
H 0.38 2.39 1.23
H -0.96 0.37 1.63
H 0.09 -1.28 1.74
H -2.20 -1.14 0.48
H -0.93 -2.02 -0.15
H -2.04 -0.17 -1.91
H -1.21 0.91 -0.95
H -0.22 -0.23 -1.62
```

=====

No. 4
Below is an isolated molecule of C5H9NO2, with properties calculated with wB97M-V/def2-TZVPD.

Results
**ΔE to the lowest compared entry with this formula, charge and spin**: 79.1 kcal/mol
**HOMO level (alpha / beta)**: -0.298 / -0.298 hartree
**Max |F|**: 0.0283 Eh/bohr
**Energy**: -10913.146 eV
**Charge**: 0

The geometry in XYZ format:
```
17
C5H9NO2 wB97M-V/def2-TZVPD
C -0.97 -0.47 0.57
C -1.66 0.15 -0.50
C -0.43 0.32 1.70
C 1.07 -0.82 -0.63
N 2.14 -0.10 -0.25
C -0.15 0.42 -1.24
O 1.03 -2.00 -0.85
O 0.29 1.59 -1.16
H -0.93 -1.55 0.60
H 2.06 0.91 -0.36
H 3.04 -0.54 -0.18
H -0.22 -0.15 -2.18
H -2.28 -0.48 -1.13
H -2.07 1.14 -0.32
H 0.01 1.24 1.30
H -1.25 0.61 2.36
H 0.31 -0.25 2.28
```

=====

No. 5
Below is a cluster of 2 separate species, C5H9NO2 in total, with properties calculated with wB97M-V/def2-TZVPD.

Results
**ΔE to the lowest compared entry with this formula, charge and spin**: 66.6 kcal/mol
**HOMO level**: -0.343 hartree
**Max |F|**: 0.0762 Eh/bohr
**Energy**: -10913.685 eV
**SMILES**: C=C(C)C=O.[H]/N=C/O
**Charge**: 0

The geometry in XYZ format:
```
17
C5H9NO2 wB97M-V/def2-TZVPD
C 1.71 0.51 1.27
C 0.66 0.50 0.42
C 0.62 1.35 -0.82
C -0.75 0.43 1.17
O -1.77 0.94 0.74
H 1.73 -0.05 2.19
H 2.58 1.13 1.07
H 1.62 1.63 -1.17
H 0.04 2.26 -0.69
H 0.15 0.78 -1.63
H -0.68 -0.03 2.18
H -2.60 -0.98 -1.28
N -1.62 -1.20 -1.49
C -1.07 -1.72 -0.46
O 0.33 -1.77 -0.50
H -1.51 -2.19 0.42
H 0.58 -1.60 -1.43
```

=====

No. 6
Below is an isolated molecule of C5H9NO2, with properties calculated with wB97M-V/def2-TZVPD.

Results
**ΔE to the lowest compared entry with this formula, charge and spin**: 109.0 kcal/mol
**HOMO level**: -0.326 hartree
**Max |F|**: 0.1594 Eh/bohr
**Energy**: -10911.849 eV
**SMILES**: OC[C@@]12COC[C@@H]1N2
**Charge**: 0

The geometry in XYZ format:
```
17
C5H9NO2 wB97M-V/def2-TZVPD
O -1.77 1.56 0.65
C -1.25 0.90 -0.47
C -0.38 -0.09 -0.16
C 0.37 -0.66 -1.25
O 1.63 -1.07 -0.79
C 1.97 -0.57 0.44
C 0.65 0.00 0.97
N -0.46 -0.95 1.08
H -2.88 1.54 0.57
H -0.67 1.42 -1.19
H -2.10 0.44 -0.97
H 0.48 0.33 -1.86
H 0.02 -1.61 -1.76
H 2.15 -1.52 1.12
H 2.69 0.27 0.20
H 0.79 0.68 1.73
H -1.22 -0.67 1.68
```

=====

No. 7
Below is a structure of composition C5H9NO2, with properties calculated with wB97M-V/def2-TZVPD.

Results
**ΔE to the lowest compared entry with this formula, charge and spin**: 129.1 kcal/mol
**HOMO level**: -0.321 hartree
**Max |F|**: 0.0710 Eh/bohr
**Energy**: -10910.979 eV
**Charge**: 0

The geometry in XYZ format:
```
17
C5H9NO2 wB97M-V/def2-TZVPD
C -1.24 -1.75 -0.30
C -0.57 -0.58 -0.96
N -1.09 1.87 -0.82
O -0.90 0.68 -0.07
O -0.49 -0.38 -2.16
H -0.65 1.69 -1.73
H -2.09 1.93 -1.02
H -2.32 -1.58 -0.32
H -1.01 -2.67 -0.84
H -0.91 -1.84 0.74
C 1.62 0.98 1.78
C 1.34 0.15 0.63
C 1.34 -0.71 -0.26
H 1.33 0.49 2.71
H 2.69 1.17 1.84
H 1.06 1.92 1.68
H 1.88 -1.36 -0.90
```

=====

No. 8
Below is an isolated molecule of C5H9NO2, with properties calculated with wB97M-V/def2-TZVPD.

Results
**ΔE to the lowest compared entry with this formula, charge and spin**: 37.7 kcal/mol
**HOMO level**: -0.356 hartree
**Max |F|**: 0.0289 Eh/bohr
**Energy**: -10914.943 eV
**SMILES**: CCN(C=O)CC=O
**Charge**: 0

The geometry in XYZ format:
```
17
C5H9NO2 wB97M-V/def2-TZVPD
C -0.22 1.61 -1.17
C -0.85 0.43 -0.49
N 0.04 -0.72 -0.33
C -0.58 -1.93 -0.70
O -0.71 -2.88 0.02
C 0.84 -0.83 0.88
C 0.98 0.40 1.74
O 1.52 0.32 2.81
H 0.39 2.18 -0.46
H 0.36 1.39 -2.06
H -0.99 2.36 -1.44
H -1.25 0.72 0.48
H -1.72 0.12 -1.06
H -0.85 -1.88 -1.77
H 1.87 -1.05 0.60
H 0.54 -1.63 1.55
H 0.63 1.38 1.37
```

=====

No. 9
Below is an isolated molecule of C5H9NO2, with properties calculated with wB97M-V/def2-TZVPD.

Results
**ΔE to the lowest compared entry with this formula, charge and spin**: 111.9 kcal/mol
**HOMO level**: -0.381 hartree
**Max |F|**: 0.0906 Eh/bohr
**Energy**: -10911.724 eV
**SMILES**: C=C(CCC)[N+](=O)[O-]
**Charge**: 0

The geometry in XYZ format:
```
17
C5H9NO2 wB97M-V/def2-TZVPD
C 1.32 -1.81 -0.09
C 1.20 -0.48 -0.09
C 0.06 0.36 -0.26
C -1.34 -0.17 0.33
C -2.27 1.04 0.09
N 2.57 0.28 0.19
O 3.61 -0.32 0.12
O 2.45 1.52 0.20
H 2.24 -2.43 0.00
H 0.38 -2.30 -0.25
H -0.08 0.39 -1.35
H 0.22 1.40 0.08
H -1.29 -0.48 1.35
H -1.63 -0.99 -0.27
H -2.02 1.60 -0.81
H -3.36 0.61 -0.07
H -2.06 1.78 0.81
```

=====

No. 10
Below is a structure of composition C5H9NO2, with properties calculated with wB97M-V/def2-TZVPD.

Results
**ΔE to the lowest compared entry with this formula, charge and spin**: 104.5 kcal/mol
**HOMO level (alpha / beta)**: -0.301 / -0.293 hartree
**Max |F|**: 0.0696 Eh/bohr
**Energy**: -10912.045 eV
**Charge**: 0

The geometry in XYZ format:
```
17
C5H9NO2 wB97M-V/def2-TZVPD
C 1.30 0.59 -0.35
C -2.28 0.28 0.38
C 2.05 0.79 0.91
N -1.00 -0.40 0.29
C 1.29 -0.62 -1.03
C -0.62 -1.02 -0.99
O 2.04 -1.39 -1.54
O -1.03 -0.48 -2.06
H -0.76 -0.97 1.10
H 0.63 1.37 -0.69
H -0.61 -2.13 -0.93
H -2.47 0.83 -0.54
H -3.10 -0.43 0.55
H -2.24 1.00 1.20
H 2.98 1.32 0.67
H 1.50 1.41 1.62
H 2.32 -0.16 1.39
```

=====

No. 11
Below is an isolated molecule of C5H9NO2, with properties calculated with wB97M-V/def2-TZVPD.

Results
**ΔE to the lowest compared entry with this formula, charge and spin**: 91.8 kcal/mol
**HOMO level (alpha / beta)**: -0.257 / -0.257 hartree
**Max |F|**: 0.0723 Eh/bohr
**Energy**: -10912.593 eV
**Charge**: 0

The geometry in XYZ format:
```
17
C5H9NO2 wB97M-V/def2-TZVPD
C 2.28 -0.22 1.41
C 1.92 -1.53 1.35
C 0.42 0.03 -0.05
C -1.34 1.39 -1.03
C -1.05 0.10 -0.14
N 1.03 0.49 0.98
O 3.27 0.39 1.84
O 2.65 -2.57 1.92
H 0.99 -1.96 1.23
H 0.94 -0.50 -0.81
H -1.00 1.55 -2.08
H -0.96 2.23 -0.48
H -2.46 1.27 -1.01
H -1.41 -0.87 -0.33
H -1.30 0.39 0.91
H 0.71 1.18 1.65
H 3.45 -2.19 2.30
```

=====

No. 12
Below is an isolated molecule of C5H9NO2, with properties calculated with wB97M-V/def2-TZVPD.

Results
**ΔE to the lowest compared entry with this formula, charge and spin**: 103.8 kcal/mol
**HOMO level (alpha / beta)**: -0.143 / -0.350 hartree
**⟨S²⟩**: 2.008
**Max |F|**: 0.1438 Eh/bohr
**Energy**: -10907.392 eV
**Multiplicity**: 3
**Charge**: 0

The geometry in XYZ format:
```
17
C5H9NO2 wB97M-V/def2-TZVPD
C -1.53 -0.05 0.03
C 1.78 -0.63 0.58
C 1.09 -0.16 -0.57
C -1.35 -1.52 -0.13
C -0.13 2.01 0.01
N -0.33 0.56 -0.03
O -2.60 0.50 0.20
O 2.19 0.45 -0.16
H 1.46 -0.50 1.62
H 2.58 -1.38 0.45
H 1.14 -0.68 -1.50
H -1.46 -1.90 -1.10
H -0.42 -1.93 0.06
H -2.03 -1.97 0.44
H 0.39 2.17 0.85
H 0.39 2.47 -0.79
H -1.16 2.58 0.03
```